# 1
DFT (ωB97M-V/def2-TZVPD) results for a 2-piece molecular cluster, C17H33N2O3 overall.

DFT total energy in eV: -27281.3189
Highest occupied orbital energy in eV: -11.39
Energy relative to the best compared isomer or geometry (same formula, charge and spin) in kcal/mol: 0.0

Geometry as ORCA input:
```
! wB97M-V def2-TZVPD RIJCOSX def2/J DEFGRID3
* xyz 1 1
O -2.78253 -5.26241 -0.72736
O -4.21143 -2.15639 -0.87800
O -4.89744 -1.06690 -2.74936
N -3.06588 -4.71331 -2.98077
N 1.22815 1.96558 0.79061
C 0.78938 -0.93944 2.22375
C 1.87489 3.58073 2.70931
C 2.22915 0.83780 0.97450
C -2.49906 -4.59308 -1.70109
C -1.89840 -2.57278 -2.89563
C 1.79731 2.99146 -0.16594
C 0.86943 2.60151 2.11660
C 3.20792 3.03075 3.21965
C -0.03003 1.53047 0.06708
C -2.52933 -1.28109 -2.33402
C 1.59641 2.38363 -1.54163
C 0.25895 1.63799 -1.43200
C -3.94045 -1.52836 -1.88669
C -1.44602 -3.50274 -1.76049
C 1.50523 -0.84357 3.56981
C -2.85478 -3.44646 -3.71653
C 1.67652 -0.57772 1.02905
H 2.83643 3.18359 0.08710
H -0.81310 2.22471 0.35749
H -1.95241 -1.02156 -1.45712
H -3.80696 -2.96680 -3.90502
H 2.54957 -1.23471 1.05378
H 2.06235 4.39983 2.01411
H 0.30735 0.65954 -1.90695
H 1.81042 0.17775 3.80803
H 1.20729 3.89796 -0.04144
H 1.17145 -0.82196 0.09012
H 3.71263 3.78966 3.81423
H -4.05604 -4.84190 -2.80983
H -0.11774 -0.32835 2.25037
H 2.93297 0.90892 0.14788
H -1.33247 -3.05168 -0.78644
H -5.47941 -0.43884 -2.31801
H 2.40195 1.68771 -1.77466
H -0.54254 2.18787 -1.92077
H 3.06511 2.15797 3.85892
H 0.45177 -1.96718 2.08416
H 0.65018 1.78580 2.80398
H 2.39676 -1.47139 3.58589
H -0.99883 -2.31049 -3.43356
H 2.78543 1.05069 1.88124
H 1.59839 3.14101 -2.32098
H -2.46522 -0.50015 -3.07880
H -0.05718 3.14630 1.94541
H 0.84779 -1.17816 4.37028
H -0.52329 -4.02885 -1.98811
H 1.35542 4.03731 3.55408
H 3.88825 2.76602 2.40926
H -0.33006 0.54110 0.38532
H -2.43424 -3.65742 -4.69086
*
```

# 2
DFT (ωB97M-V/def2-TZVPD) results for a 10-piece molecular cluster, C40H70O20 overall.

DFT total energy in eV: -83562.7117
Highest occupied orbital energy in eV: -9.51
Energy relative to the best compared isomer or geometry (same formula, charge and spin) in kcal/mol: 137.5

Geometry as ORCA input:
```
! wB97M-V def2-TZVPD RIJCOSX def2/J DEFGRID3
* xyz 0 1
O 0.60749 -3.23468 -0.36427
O -5.18620 -1.65241 -0.80962
O 2.31384 1.31118 -5.06490
O 2.46961 4.16668 1.16552
O -1.36181 5.79952 -1.14198
O 2.67101 -8.56349 5.31835
O 4.15793 3.13813 2.27018
O -4.67455 -2.04473 1.26881
O -2.89620 2.13029 1.64893
O 1.13797 -1.12898 -0.86879
O -1.67458 -5.29643 2.42780
O 1.18718 -6.92424 5.15755
O -4.36610 1.60808 -3.59167
O -4.73114 -3.77365 -0.14773
O 3.11985 -0.73300 -4.68212
O -0.82482 -1.54794 0.06077
O 0.97759 -0.37206 -4.42564
O 2.46351 1.93886 1.54867
O 6.25572 1.71974 -2.62951
O 2.84072 -6.97569 3.72741
C -3.94717 3.76456 -2.90431
C -4.98289 2.91634 -3.61011
C 2.25242 -5.38137 2.04098
C 0.64253 0.17781 -0.52811
C 0.32266 -2.07981 -0.37499
C 4.42719 1.78507 2.66476
C 2.27899 -7.56521 4.77636
C 2.25620 -5.67918 3.54729
C 7.26672 0.70010 -0.74452
C 0.89051 1.12368 -1.69385
C 7.10021 2.03935 -1.51038
C -2.95307 1.73785 -3.45998
C -2.95692 1.75827 3.00022
C -0.12489 5.25736 -1.60182
C -3.81495 -6.14996 1.94585
C 0.21693 6.78194 0.18176
C 3.36381 -2.62919 -3.17823
C 5.52447 0.52728 -2.42783
C -2.16406 3.33702 1.44052
C -2.52524 4.10853 2.72766
C -2.68350 3.21412 -3.50678
C -4.77979 -2.59588 0.07781
C -2.52463 3.00949 3.79610
C 3.04305 1.12761 2.53573
C 3.10171 -0.31132 2.04286
C -1.75788 -5.46520 1.02517
C -1.24058 6.54559 0.10091
C -4.95481 -0.66411 1.26423
C -3.02638 -5.20115 2.87826
C 2.17587 0.16207 -4.74350
C 5.85996 0.14981 -0.99366
C -4.89745 -0.34422 -0.25508
C 0.89713 -5.84538 4.25869
C 1.12323 -1.73893 -4.09922
C 0.90153 6.29054 -1.09861
C -2.90503 -6.45725 0.75647
C -0.82334 -0.15327 -0.21874
C 2.98465 3.18716 1.59376
C -5.99404 0.52872 -0.80828
C 2.60682 -2.07295 -4.35647
H 0.46636 -2.23583 -4.82216
H 0.07290 -6.00738 3.56628
H -2.46952 3.56438 -4.51737
H 3.23463 -5.73868 1.72520
H 3.11841 -2.15762 -2.22473
H -2.55940 3.81487 0.54656
H -5.99820 0.34628 -1.88241
H 5.95067 -0.31822 -2.97711
H 4.99060 1.80298 3.59811
H -1.71900 4.81868 2.92249
H 1.49819 -6.03216 1.60464
H -1.50151 0.02786 -1.05808
H -4.82032 -5.87249 1.62399
H -1.95217 7.37185 0.11211
H -1.55495 2.94026 4.28339
H 0.00917 4.27732 -1.12617
H 7.99336 2.44399 -1.98009
H 5.19765 1.47858 1.94087
H -3.32318 -6.28417 -0.23033
H 8.06466 0.21970 -1.31039
H -5.91894 -0.35551 1.67002
H -3.47537 4.62938 2.63585
H 2.18524 -4.32735 1.79233
H -3.30174 3.17038 4.54353
H -2.63830 1.23376 -2.53564
H -1.20596 0.45981 0.59905
H -5.91205 2.82295 -3.04885
H -3.87347 -0.12392 -0.56409
H 0.75206 6.30304 1.00398
H 4.43872 -2.56737 -3.34954
H 3.11282 -3.68239 -3.03563
H 3.43920 -1.01022 2.81269
H -2.31001 0.89082 3.19147
H -3.37409 -4.16486 2.88942
H 7.48174 0.94034 0.29304
H -0.82852 -5.71090 0.50914
H -1.07900 3.21123 1.36746
H -4.02055 4.83725 -3.09158
H -4.23421 0.02825 1.69375
H 1.20118 0.42716 0.36782
H -1.99807 -4.50201 0.55698
H -5.77751 1.59463 -0.68220
H -3.96527 1.42314 3.25369
H 0.89002 7.10102 -1.82864
H 0.80921 2.14048 -1.28987
H -6.97871 0.38989 -0.36691
H 0.69684 -4.92080 4.79859
H 2.54088 1.25481 3.50045
H 2.86213 -4.96499 4.11286
H -3.01711 -5.60640 3.89048
H -1.80081 3.46263 -2.90963
H -3.98202 3.56728 -1.83111
H 0.08540 1.19680 -2.42257
H 6.57304 2.76897 -0.88729
H 0.75037 -2.02348 -3.11771
H -2.52593 -7.47523 0.85173
H 0.39653 7.86169 0.20625
H -0.13548 5.09253 -2.67671
H 1.90145 5.88282 -0.97675
H -5.14681 3.20891 -4.65008
H -4.08480 -7.01330 2.56252
H 2.08661 -0.65591 1.85106
H -2.40579 1.20544 -4.24686
H 5.22899 0.63990 -0.24487
H 2.87041 -2.75540 -5.16326
H 5.81208 -0.92940 -0.82375
H 4.45323 0.70739 -2.50560
H -1.64986 5.91113 0.89708
H 1.90461 0.91871 -2.02312
H 3.80225 -0.41432 1.21756
*
```

# 3
DFT (ωB97M-V/def2-TZVPD) results for a 2-piece molecular cluster, C4H12 overall.

DFT total energy in eV: -4340.4089
Highest occupied orbital energy in eV: -11.30
Energy relative to the best compared isomer or geometry (same formula, charge and spin) in kcal/mol: 48.9

Geometry as ORCA input:
```
! wB97M-V def2-TZVPD RIJCOSX def2/J DEFGRID3
* xyz 0 1
C 2.33818 2.00550 0.63146
C -1.91901 -2.27134 -0.21284
C 1.39882 1.06019 -0.34129
C -1.72470 -0.73000 -0.13622
H 1.56586 -0.04281 -0.33830
H 0.52917 1.09616 0.36142
H -0.82482 -0.38856 -0.26800
H 1.30599 1.34834 -1.39466
H -0.99493 -2.65957 0.21305
H 3.34552 1.95251 0.38479
H -2.17453 -2.66669 -1.18226
H 2.20920 1.73216 1.63633
H -2.55753 -0.41101 -0.67464
H -2.84184 -2.52904 0.22918
H -2.00917 -0.68712 0.86031
H 1.88731 2.86954 0.52618
*
```

- The highest energy relative to the best compared isomer or geometry (same formula, charge and spin) belongs to which entry?
  C40H70O20